The following is a DFT calculation (ωB97M-V with the def2-TZVPD basis set) of one molecule with the formula C27H30FN3O5S at a distorted geometry.

Geometry as XYZ:
```
67
Properties=species:S:1:pos:R:3:forces:R:3:mulliken_charge:R:1
C 4.678853 7.215845 0.536327 -0.42 0.03 -0.02 -1.03
C 3.267802 7.725166 0.815901 0.39 0.12 0.18 -0.39
O 2.307448 7.184542 -0.069047 -0.18 -0.15 -0.17 -0.48
C 1.905857 5.890816 0.079463 -0.18 -0.17 -0.18 0.71
C 2.228199 5.050858 1.139829 0.07 0.23 0.02 -0.62
C 1.727148 3.762492 1.193791 -0.14 0.12 -0.15 -0.77
C 0.905973 3.265697 0.187486 0.45 0.74 0.17 0.39
N 0.407514 1.959269 0.277019 0.32 -1.08 0.36 0.39
C -0.663850 1.522404 -0.591099 -0.08 -0.30 -0.07 -0.69
C -1.322309 0.320460 0.086077 -0.78 0.19 -0.04 0.13
O -1.417884 0.313370 1.304491 -0.20 0.12 -0.11 -0.65
N -1.849891 -0.655006 -0.673747 -0.24 -0.09 -0.07 0.08
C -1.686224 -0.854454 -2.096980 0.33 -0.10 -0.35 -0.76
C -0.615386 -1.941713 -2.321316 -0.12 0.27 -0.23 -1.18
N -0.975047 -3.178746 -1.670567 0.43 -0.12 -0.05 0.05
C -1.735650 -4.131970 -2.340928 -0.04 -0.17 -0.04 0.96
C -2.372705 -3.864335 -3.551959 0.05 0.04 0.12 -0.40
C -3.064594 -4.839749 -4.250272 -0.08 -0.15 -0.08 -1.07
C -3.149575 -6.118478 -3.744951 -0.03 0.06 -0.10 -0.76
C -2.515930 -6.421315 -2.548403 0.05 -0.07 0.16 -0.44
C -1.802586 -5.460871 -1.852957 0.00 -0.05 0.15 0.61
O -1.118476 -5.731213 -0.692743 -0.07 0.35 -0.42 -0.36
C -1.049302 -7.060162 -0.242306 0.00 -0.23 0.09 -1.04
C -1.160831 -2.950683 -0.253092 -0.42 0.12 0.42 -0.58
C -2.246770 -1.890087 -0.015755 0.08 -0.25 0.39 -1.09
S 1.380413 0.704505 0.831671 0.66 0.14 0.24 0.87
O 1.100596 -0.446022 0.013512 -0.19 0.02 0.08 -0.51
O 2.744044 1.143397 0.873498 -0.13 0.22 0.10 -0.76
C 0.888506 0.346555 2.520017 0.21 0.15 -0.47 0.31
C 0.346459 1.312417 3.344932 0.05 -0.01 0.07 -0.10
C 0.034526 0.989920 4.653789 0.07 -0.10 0.04 -0.92
C 0.278149 -0.298669 5.098431 0.06 -0.02 -0.16 0.39
F -0.023176 -0.614080 6.373053 0.01 0.02 -0.10 -0.33
C 0.816961 -1.274035 4.278004 -0.08 0.14 0.17 -0.93
C 1.125287 -0.937323 2.971138 0.05 0.02 -0.10 -0.26
C 0.594823 4.105209 -0.882169 -0.02 -0.26 0.12 -0.21
C 1.079070 5.395447 -0.927724 0.20 0.23 0.18 -1.06
H 4.957325 7.448860 -0.488296 0.06 0.02 -0.08 0.30
H 5.382432 7.695000 1.211670 0.10 0.03 0.07 0.35
H 4.736014 6.138495 0.670180 0.08 -0.08 0.02 0.34
H 2.984150 7.537212 1.858874 -0.03 0.06 -0.09 0.31
H 3.219864 8.803222 0.637399 -0.01 -0.15 0.12 0.32
H 2.865848 5.382190 1.943676 0.08 0.06 0.05 0.36
H 2.010751 3.125873 2.014574 0.04 0.06 0.11 0.47
H -0.274857 1.280897 -1.583870 -0.15 0.10 0.06 0.62
H -1.409589 2.320324 -0.663241 0.09 -0.08 0.00 0.65
H -1.416749 0.068583 -2.604704 -0.05 -0.01 0.00 0.26
H -2.653003 -1.191085 -2.488036 0.09 0.10 -0.04 0.59
H -0.440001 -2.109814 -3.383788 0.03 0.01 0.02 0.65
H 0.312804 -1.590579 -1.857214 -0.08 -0.02 -0.18 0.41
H -2.334076 -2.872357 -3.972719 0.03 0.11 0.03 0.28
H -3.542055 -4.587018 -5.185092 -0.04 0.02 -0.07 0.38
H -3.692970 -6.887525 -4.271698 -0.05 -0.07 -0.05 0.38
H -2.572621 -7.431098 -2.174390 0.03 -0.07 0.08 0.40
H -0.406071 -7.035663 0.636409 -0.05 -0.06 -0.05 0.25
H -2.034100 -7.444999 0.044422 0.05 0.01 -0.04 0.40
H -0.606145 -7.719600 -0.995236 -0.03 0.02 0.02 0.37
H -1.424224 -3.877864 0.247233 0.05 0.12 0.02 0.48
H -0.218627 -2.569375 0.152250 -0.07 -0.09 0.06 0.29
H -2.359644 -1.685303 1.048581 -0.07 -0.06 -0.12 0.55
H -3.202631 -2.220094 -0.435557 0.03 -0.01 0.04 0.34
H 0.138097 2.296837 2.960312 -0.10 0.13 -0.02 0.57
H -0.398797 1.715002 5.324225 -0.04 0.05 0.06 0.45
H 0.983505 -2.268502 4.660229 0.02 -0.08 0.04 0.46
H 1.539017 -1.662414 2.288928 0.04 -0.18 -0.01 0.44
H -0.023297 3.757098 -1.694317 -0.07 -0.05 -0.08 0.45
H 0.832204 6.044239 -1.753215 -0.04 0.07 -0.10 0.41
```
Forces are in eV/Å.

Values from the calculation:
- Frontier orbital gap: 8.13 eV
- Energy relative to the best compared isomer or geometry (same formula, charge and spin): 10.32 kcal/mol